# 1
72
Properties=species:S:1:pos:R:3:forces:R:3:mulliken_spin:R:1 method="wB97M-V/def2-TZVPD" de_lowest_ev=0.000 gap_ha="0.321 / 0.336" spin_multiplicity=2 s_squared=0.7523 lumo_ev="-2.55 / -2.64" homo_energy_ev="-11.28 / -11.79" total_charge=+1
Br -4.403 4.927 4.097 0.0 0.0 0.0 0.000
Ge 0.140 -1.880 -1.763 0.0 0.0 0.0 -0.003
Ti 0.084 0.148 0.306 0.1 -0.2 0.1 0.895
O 1.044 -2.296 -0.196 -0.1 0.0 0.0 0.010
O -0.658 2.026 -0.319 -0.1 0.0 0.0 -0.031
O -1.093 1.274 1.662 0.0 0.0 0.0 -0.017
O -1.218 -1.159 -0.545 0.0 0.0 0.0 0.024
O 0.946 -0.046 -1.480 0.0 0.1 -0.1 0.045
N 1.877 1.177 1.156 0.0 0.0 0.0 0.000
N 0.130 -1.080 2.134 0.0 0.0 0.0 0.000
N -2.909 5.480 0.313 0.0 0.0 0.0 -0.003
C -2.639 -1.329 -0.813 0.0 0.0 0.0 -0.003
C 1.994 2.039 -2.100 0.1 0.0 0.0 0.003
C -3.402 -0.651 0.312 0.0 0.0 0.0 0.017
C -2.926 -2.823 -0.831 0.0 0.0 0.0 -0.002
C 2.251 0.012 -3.513 0.0 0.0 0.0 -0.002
C 1.860 0.161 3.433 0.0 0.0 0.0 0.011
C 2.705 -3.243 1.224 0.0 0.0 0.0 0.001
C -2.718 3.516 2.290 0.0 0.0 0.0 0.005
C -2.184 4.385 0.116 0.0 0.0 0.0 0.005
C 0.026 1.156 -3.382 0.0 0.0 0.0 0.001
C -1.241 2.191 0.794 0.0 0.0 0.0 0.044
C 0.497 -0.514 3.450 0.0 0.0 0.0 0.000
C 1.939 1.442 2.616 0.0 0.0 0.0 0.002
C 1.294 0.794 -2.624 0.0 0.0 0.0 0.004
C 2.199 -3.161 -0.209 0.0 0.0 0.0 0.001
C 3.278 -2.579 -1.113 0.0 0.0 0.0 -0.004
C -2.058 3.383 1.072 0.0 0.0 0.0 0.004
C -3.538 5.610 1.475 0.0 0.0 0.0 0.005
C -3.471 4.654 2.486 0.0 0.0 0.0 -0.002
C 1.781 -4.545 -0.692 0.0 0.0 0.0 0.000
C -2.978 -0.683 -2.148 0.0 0.0 0.0 -0.007
H 0.728 -1.862 1.879 0.0 0.0 0.0 -0.003
H 2.901 1.762 -1.557 0.0 0.0 0.0 0.000
H -4.126 6.509 1.617 0.0 0.0 0.0 0.000
H 3.155 -0.257 -2.966 0.0 0.0 0.0 0.000
H 0.979 -4.940 -0.068 0.0 0.0 0.0 0.000
H -2.381 -3.320 -1.637 0.0 0.0 0.0 0.000
H -2.454 -1.175 -2.970 0.0 0.0 0.0 0.000
H 2.296 2.665 -2.940 0.0 0.0 0.0 0.000
H 2.997 -2.253 1.585 0.0 0.0 0.0 0.001
H 0.494 -1.302 4.206 0.0 0.0 0.0 -0.001
H -3.108 -1.055 1.284 0.0 0.0 0.0 -0.002
H 1.337 2.629 -1.463 0.0 0.0 0.0 0.001
H 1.103 2.095 2.867 0.0 0.0 0.0 -0.002
H -3.989 -3.002 -0.993 0.0 0.0 0.0 0.000
H -3.230 0.425 0.311 0.0 0.0 0.0 -0.002
H 3.526 -1.561 -0.806 0.0 0.0 0.0 0.001
H 2.627 -0.544 3.093 0.0 0.0 0.0 -0.002
H -1.679 4.294 -0.838 0.0 0.0 0.0 0.001
H -0.811 -1.466 2.181 0.0 0.0 0.0 0.003
H 3.580 -3.889 1.289 0.0 0.0 0.0 0.000
H -2.641 -3.281 0.118 0.0 0.0 0.0 0.000
H -2.707 0.374 -2.141 0.0 0.0 0.0 0.002
H 2.862 1.972 2.857 0.0 0.0 0.0 0.000
H -4.048 -0.764 -2.342 0.0 0.0 0.0 0.001
H -0.669 1.691 -2.736 0.0 0.0 0.0 -0.001
H 2.540 0.622 -4.370 0.0 0.0 0.0 0.000
H 1.958 2.057 0.653 0.0 0.0 0.0 0.003
H -2.642 2.748 3.047 0.0 0.0 0.0 0.001
H -0.270 0.210 3.721 0.0 0.0 0.0 -0.002
H 1.434 -4.516 -1.727 0.0 0.0 0.0 0.000
H 2.626 -5.234 -0.647 0.0 0.0 0.0 0.000
H 2.693 0.635 0.879 0.0 0.0 0.0 -0.001
H 4.185 -3.183 -1.074 0.0 0.0 0.0 0.000
H 2.121 0.407 4.463 0.0 0.0 0.0 0.000
H 1.939 -3.658 1.883 0.0 0.0 0.0 0.000
H 1.786 -0.897 -3.899 0.0 0.0 0.0 0.000
H 0.269 1.792 -4.234 0.0 0.0 0.0 0.000
H -0.464 0.259 -3.768 0.0 0.0 0.0 0.000
H 2.943 -2.552 -2.152 0.0 0.0 0.0 0.000
H -4.472 -0.819 0.189 0.0 0.0 0.0 0.000

***

# 2
20
Properties=species:S:1:pos:R:3:forces:R:3:nbo_charge:R:1 method="wB97M-V/def2-TZVPD" de_lowest_ev=0.881 gap_ha=0.248 lumo_ev=3.88 homo_energy_ev=-2.87 total_charge=-1
O -0.375 1.478 1.519 -0.3 -0.2 0.2 -0.747
O 3.210 0.095 -0.632 0.3 0.1 -0.1 -0.957
O -2.456 -0.290 -0.140 -0.2 0.0 -0.1 -0.954
N 0.247 -1.344 -0.796 1.5 -0.2 0.3 -0.883
C -1.669 -0.926 0.720 0.8 -0.2 0.4 -0.019
C 0.218 0.765 0.438 0.0 0.1 -0.2 0.094
C -0.114 -0.738 0.474 -1.9 0.9 0.4 -0.113
C -0.154 1.416 -0.904 0.1 0.5 0.5 -0.677
H -0.281 -0.900 -1.532 -0.4 -0.2 0.1 0.376
H -0.421 2.466 -0.738 0.5 0.0 0.1 0.211
H 0.685 1.371 -1.603 -0.2 0.0 -0.2 0.178
H -1.828 -0.652 1.804 -0.1 -0.1 0.0 0.061
H 1.281 0.874 0.623 0.2 0.2 -0.1 0.155
H 3.047 -0.383 0.186 -0.1 -0.1 0.0 0.467
H -1.312 1.226 1.524 0.1 0.0 -0.2 0.484
H -1.725 -2.060 0.740 -0.3 0.0 -0.1 0.055
H 0.030 -2.331 -0.746 -0.2 0.1 -0.3 0.354
H 0.359 -1.167 1.368 0.4 -0.3 -0.4 0.162
H -1.080 0.992 -1.259 -0.1 -0.5 -0.4 0.266
H 2.338 0.109 -1.045 -0.1 -0.3 0.0 0.487

***

# 3
12
Properties=species:S:1:pos:R:3:forces:R:3:nbo_charge:R:1 method="wB97M-V/def2-TZVPD" de_lowest_ev=1.979 gap_ha=0.408 lumo_ev=0.58 homo_energy_ev=-10.53
N 1.056 -1.032 2.222 -0.7 0.6 -0.7 -0.274
N -0.307 0.049 -0.813 0.2 -0.3 0.3 -0.578
N -3.071 -0.247 1.066 1.0 0.2 -0.1 -0.260
C -0.547 0.312 0.597 0.0 0.1 0.0 -0.230
C -1.959 0.009 0.898 -0.9 -0.1 0.1 0.273
C 0.331 -0.448 1.535 0.7 -0.5 0.6 0.246
C 1.093 0.192 -1.225 0.3 0.1 -0.3 -0.433
H 1.213 1.070 -1.863 0.0 0.0 0.1 0.203
H 1.411 -0.680 -1.802 -0.1 0.1 0.1 0.213
H 1.794 0.280 -0.387 -0.2 0.0 0.0 0.197
H -0.373 1.378 0.799 -0.1 -0.1 0.0 0.268
H -0.642 -0.882 -1.028 0.0 0.1 0.0 0.374

***

# 4
15
Properties=species:S:1:pos:R:3:forces:R:3:nbo_charge:R:1 method="wB97M-V/def2-TZVPD" de_lowest_ev=5.885 gap_ha=0.329 lumo_ev=0.58 homo_energy_ev=-8.37
N 0.552 -0.186 0.829 -0.2 -0.4 -0.6 -0.492
N -0.635 1.978 -1.792 0.4 -0.1 0.5 -0.592
C -1.730 0.241 0.391 0.0 -0.1 -0.1 -0.752
C -0.544 -0.591 -0.058 0.1 0.4 0.6 0.130
C 0.929 0.638 -0.303 0.0 0.2 -0.3 -0.233
C 1.542 -1.272 0.927 0.1 -0.2 0.2 -0.416
C 0.121 1.424 -1.003 -0.3 -0.2 -0.3 0.426
H 1.083 -2.052 1.535 0.2 0.1 0.1 0.213
H -2.409 0.573 -0.407 0.2 -0.4 0.2 0.217
H 2.456 -0.920 1.419 -0.2 0.0 -0.1 0.201
H -1.127 1.213 -2.269 -0.1 0.4 -0.4 0.384
H 1.829 0.372 -0.842 0.1 0.0 0.0 0.254
H -1.475 1.094 1.039 -0.1 -0.2 -0.1 0.211
H -2.256 -0.528 0.984 0.0 0.3 0.0 0.261
H 1.790 -1.727 -0.047 -0.1 0.2 0.2 0.188

***

# 5
41
Properties=species:S:1:pos:R:3:forces:R:3:mulliken_charge:R:1 method="wB97M-V/def2-TZVPD" gap_ha="0.198 / 0.190" lumo_ev="-12.67 / -12.67" homo_energy_ev="-18.05 / -17.84" total_charge=+3
Ga -0.158 1.073 -3.078 2.3 -0.6 -1.2 0.848
O -3.060 1.000 -2.411 6.8 0.3 -1.1 -0.167
O 0.296 -0.741 -1.082 0.7 0.1 1.8 -0.637
O 2.795 1.812 -3.381 -6.2 -1.6 2.6 -0.119
O -0.116 5.137 -2.874 0.0 -3.2 0.8 -0.092
O 0.159 2.639 0.829 0.2 -1.0 -4.8 -0.137
N 0.305 -1.001 1.282 -0.9 0.3 1.2 0.593
N 1.241 -0.828 2.243 -1.8 -1.0 -0.8 0.151
C -3.826 -1.336 2.232 0.0 0.2 0.2 -0.412
C 2.468 -0.706 1.690 1.4 0.4 -0.8 0.922
C -1.886 -2.075 1.004 0.6 -0.5 -0.3 -0.260
C 1.711 1.558 -2.999 7.3 1.9 -2.4 0.312
C -1.704 -0.200 2.501 0.1 0.3 0.6 0.093
C -0.131 4.020 -2.630 0.0 3.5 -1.2 0.156
C -0.032 1.556 -5.411 -0.4 0.8 -1.6 -0.469
C -0.018 0.235 -5.063 -0.2 -1.7 -0.4 -0.388
C 0.915 -0.847 0.009 0.7 0.5 -1.0 0.273
C -1.896 1.077 -2.616 -9.6 -0.1 2.1 0.544
C 3.709 -0.649 2.525 0.2 0.0 -0.6 -1.561
C -3.064 -0.323 2.818 0.5 0.6 -0.3 -0.868
C -3.232 -2.196 1.317 0.0 0.2 -0.3 -0.762
C 2.343 -0.717 0.327 -1.2 0.4 0.2 -0.912
C -1.090 -1.112 1.622 -0.7 0.6 0.0 0.278
C 0.195 2.377 -0.301 -0.2 0.7 5.0 0.108
C 0.976 -1.090 3.636 0.1 0.0 1.2 -0.904
H 0.904 -0.349 -5.177 -0.1 0.2 0.4 0.367
H -3.540 0.452 3.440 0.4 -0.7 -0.2 0.400
H -1.116 0.595 2.982 -0.4 -0.3 -0.4 0.423
H 0.466 -0.272 4.148 0.0 0.0 -0.3 0.355
H 0.873 2.043 -5.793 0.0 0.1 0.8 0.333
H -4.880 -1.428 2.497 0.3 0.0 -0.2 0.458
H 3.722 0.226 3.220 0.0 -0.9 -0.4 0.381
H 0.419 -2.010 3.800 -0.3 -0.1 -0.4 0.372
H 4.534 -0.547 1.788 -0.3 -0.1 0.8 0.368
H 1.930 -1.228 4.125 0.2 0.1 0.0 0.392
H -0.948 2.031 -5.794 0.1 -0.1 0.7 0.330
H -1.389 -2.756 0.320 -0.3 -0.1 -0.1 0.478
H 3.792 -1.640 3.036 0.3 0.9 -0.1 0.439
H 3.109 -0.491 -0.380 0.3 -0.3 -0.3 0.461
H -0.928 -0.378 -5.188 0.2 0.4 0.3 0.402
H -3.848 -2.911 0.788 0.1 -0.2 0.1 0.449

***

# 6
27
Properties=species:S:1:pos:R:3:forces:R:3:nbo_charge:R:1 method="wB97M-V/def2-TZVPD" de_lowest_ev=0.019 gap_ha=0.333 lumo_ev=-2.60 homo_energy_ev=-11.66 total_charge=+1
Br 0.591 0.760 0.088 -0.1 -0.2 -0.1 -0.876
O -1.444 2.440 -3.912 0.2 0.0 -0.3 -0.435
O 0.118 -1.088 4.001 -0.4 -0.3 -0.1 -0.437
N -1.225 0.412 -2.861 0.4 -0.6 -0.7 -0.617
N 1.887 -1.122 2.511 -1.0 -0.2 -0.3 -0.632
C -3.393 1.713 -2.730 -0.7 -0.6 0.4 -0.746
C 1.202 -0.686 3.790 0.8 0.2 0.5 0.724
C 1.234 -2.280 1.822 0.3 -0.1 -0.1 -0.421
C -0.072 0.105 -3.777 0.2 1.0 -0.3 -0.423
C -2.017 1.626 -3.280 -0.3 1.0 0.0 0.713
C 2.010 0.238 4.639 -0.4 0.4 0.6 -0.755
H 2.888 -1.286 2.582 0.1 0.4 0.2 0.438
H 1.196 -3.131 2.495 -0.1 0.1 0.1 0.229
H -3.949 0.794 -2.939 0.1 -0.1 0.2 0.245
H -0.385 0.185 -4.815 -0.3 -0.3 0.1 0.235
H 0.353 -0.863 -3.547 -0.1 0.0 0.2 0.239
H -4.004 2.525 -3.112 0.5 0.2 -0.4 0.280
H 1.852 -2.514 0.959 0.0 0.0 0.0 0.232
H 1.659 -0.291 1.921 0.5 0.2 -0.9 0.489
H 0.645 0.908 -3.629 0.2 -0.2 0.1 0.253
H 0.252 -1.977 1.481 0.0 0.0 0.1 0.260
H -0.805 0.658 -1.948 0.2 -0.3 0.8 0.493
H -3.360 1.845 -1.645 0.2 -0.2 0.0 0.275
H 2.275 1.205 4.207 0.1 -0.3 -0.6 0.273
H 1.366 0.502 5.477 0.1 -0.2 0.2 0.274
H -1.790 -0.432 -2.781 -0.2 0.2 0.4 0.434
H 2.917 -0.246 5.003 0.0 0.0 0.0 0.255

***

# 7
54
Properties=species:S:1:pos:R:3:forces:R:3:nbo_charge:R:1 method="wB97M-V/def2-TZVPD" gap_ha=0.201 lumo_ev=4.72 homo_energy_ev=-0.76 total_charge=-2
Nb -2.382 -0.163 0.580 1.1 -1.0 4.8 1.355
S -3.363 3.440 -0.529 0.1 0.4 -0.1 -0.764
P -2.214 1.875 -1.064 -1.2 0.4 0.7 0.294
F 0.178 -1.469 -3.056 0.0 0.0 -0.1 -0.451
O -5.278 -1.275 -0.238 0.1 0.1 0.4 -0.951
O -2.603 -1.849 1.807 0.4 0.2 -0.5 -0.726
O -3.170 1.206 2.830 1.8 -1.1 -0.6 -0.641
O -5.092 1.114 1.672 -0.2 -0.2 0.3 -0.695
O 3.435 -2.320 -0.300 0.1 0.0 0.5 -0.562
N -0.864 -3.533 1.817 0.4 -0.4 0.3 -0.585
C 2.534 -3.176 0.380 0.1 -0.4 -0.1 -0.246
C 3.138 2.099 -0.319 -0.4 -0.4 -0.1 -0.397
C 3.103 -0.942 -0.208 0.5 0.0 -0.6 -0.074
C -1.013 -1.318 -0.945 -0.2 0.4 -0.7 -0.847
C 1.306 2.193 1.510 0.0 0.1 0.0 -0.391
C -4.037 -1.294 -2.439 -0.5 -0.2 0.1 -1.060
C -0.143 1.860 1.883 0.5 -0.3 0.3 -0.392
C -3.897 0.935 1.867 -2.7 1.2 -1.9 0.560
C -1.684 -2.715 1.835 -0.6 0.2 -0.2 0.596
C -0.440 0.363 1.636 0.4 0.2 -1.0 -0.879
C -0.632 -0.616 -2.196 0.3 -0.5 -0.1 0.030
C 4.119 1.294 0.537 0.5 0.1 -0.4 -0.398
C 4.369 -0.136 0.044 0.0 -0.1 0.5 -0.406
C 1.649 1.952 0.048 0.3 0.4 -0.2 -0.411
B -4.074 -0.996 -0.864 0.3 0.2 -1.0 0.626
H 2.073 -2.700 1.244 -0.1 0.1 0.0 0.187
H 3.242 1.724 -1.342 0.1 0.2 -0.1 0.194
H -0.562 -0.122 2.610 -0.4 -0.2 0.0 0.219
H -0.222 2.025 2.958 -0.2 0.2 0.0 0.199
H 0.019 0.239 -2.016 -0.1 0.2 0.0 0.154
H -0.910 2.384 -1.230 0.1 -0.3 -0.5 -0.046
H -0.856 2.547 1.422 0.0 0.0 -0.2 0.210
H -2.686 1.526 -2.344 0.6 -0.1 -0.3 -0.031
H -5.998 -0.774 -0.638 -0.2 -0.2 -0.1 0.486
H 1.291 0.995 -0.323 -0.2 -0.1 0.2 0.214
H -3.079 -1.668 -2.791 0.1 0.1 -0.1 0.226
H 1.928 1.596 2.179 0.1 -0.1 -0.1 0.178
H -4.788 -2.064 -2.656 -0.1 -0.1 -0.1 0.195
H 1.757 -3.557 -0.284 -0.2 0.2 0.0 0.186
H 4.929 -0.666 0.820 0.1 -0.1 0.0 0.196
H -1.491 -2.259 -1.231 -0.1 -0.1 0.1 0.207
H 1.113 2.713 -0.524 -0.1 -0.1 -0.1 0.204
H -1.474 -0.350 -2.827 -0.1 0.2 0.0 0.163
H 5.086 1.804 0.505 0.1 0.0 0.1 0.189
H 2.381 -0.748 0.585 -0.1 -0.1 0.0 0.185
H -4.327 -0.418 -3.027 0.2 0.2 0.0 0.225
H 3.393 3.159 -0.365 0.1 0.1 0.3 0.189
H 0.415 -0.135 1.175 0.2 0.1 0.0 0.184
H 2.682 -0.649 -1.173 -0.4 0.1 0.1 0.177
H 3.091 -4.039 0.747 0.1 0.0 0.0 0.162
H 5.015 -0.141 -0.836 -0.1 0.0 -0.2 0.186
H 3.841 1.254 1.588 -0.2 0.1 0.0 0.201
H -0.080 -1.570 -0.436 -0.1 0.0 0.4 0.199
H 1.555 3.240 1.724 -0.1 0.1 0.1 0.180

***

We obtain electronic energy values of -6865.119506 -440.075778 -319.639472 -304.619221 -3066.609204 -3071.992755 -1902.965863 hartree for the records listed above, in that order.